C5H11NO | the ωB97M-V functional and the def2-TZVPD basis

Summary:
**Relative energy (zero: lowest compared OMol25 entry of this formula, charge and spin)**: 82.4 kcal per mole
**Orbital gap**: 9.5044 eV
**Strongest force on any atom**: 5.92 eV/A
**Structure (SMILES)**: C/C=[N+](\[O-])C(C)C

```
18
Properties=species:S:1:pos:R:3:forces:R:3
C -1.261222 -0.417012 0.569055 -4.4367 -2.5994 2.9367
C -2.688642 -0.004217 0.810923 0.3675 -3.1644 -0.1588
C 1.519680 0.698345 0.869375 -0.0343 -1.1013 -0.9490
C 1.545759 0.234531 -1.596284 -0.1698 -0.3934 -2.1408
C 0.890489 -0.119790 -0.324378 -0.4997 1.1390 1.6023
N -0.616285 0.251783 -0.238927 5.1322 1.0209 -1.4313
O -0.934254 1.364201 -0.707891 -0.6753 1.1290 -1.1895
H -0.956812 -1.315554 1.105506 0.7520 0.2520 -0.7369
H -3.298258 -0.668257 0.112657 0.3225 1.1341 0.8508
H -2.689626 0.993870 0.543145 -0.8820 2.0789 -0.3974
H -2.975362 -0.223909 1.844916 -0.0812 0.2318 -0.2560
H 0.756088 0.511816 1.627351 0.8451 0.3631 0.7102
H 2.554116 0.315792 1.097743 -1.1921 0.3135 0.0226
H 1.573667 1.760526 0.624190 -0.0789 -0.1258 0.0224
H 1.211646 1.255422 -1.802838 0.2379 -0.0687 -0.2917
H 1.369771 -0.408776 -2.512329 -0.4290 0.5793 1.1587
H 2.625034 0.201655 -1.515719 0.2518 0.2486 0.4177
H 0.835658 -1.137758 -0.021663 0.5701 -1.0372 -0.1697
```
Positions in Å, forces in eV/Å.



C3H10N4O | the ωB97M-V functional and the def2-TZVPD basis

Summary:
**Relative energy (zero: lowest compared OMol25 entry of this formula, charge and spin)**: 86.2 kcal per mole
**Orbital gap**: 8.9569 eV
**Strongest force on any atom**: 1.49 eV/A
**Structure (SMILES)**: CN(O)CN.N#CN

```
18
Properties=species:S:1:pos:R:3:forces:R:3
C 1.942883 1.421393 0.716085 -0.0302 0.0496 -0.1989
N 1.752249 0.352637 -0.237508 0.1469 -0.0901 0.2004
C 0.824394 -0.653717 0.208101 -1.2562 0.3757 0.1061
O 1.328070 0.875857 -1.473889 -0.0599 0.1311 -0.2281
N 0.851849 -1.798472 -0.651459 -0.1439 -0.5358 -0.3736
H 0.447372 1.285862 -1.364121 0.0858 -0.1178 0.2340
H 1.023639 -1.494765 -1.605074 -0.0198 0.0076 0.0904
H 1.101462 -0.952898 1.223584 0.0222 0.1962 -0.0157
H 2.626517 2.147091 0.279498 -0.0469 0.0281 0.0547
H 2.398120 1.006735 1.612202 -0.0137 -0.0080 0.0714
H 0.998541 1.924545 0.985199 -0.0004 0.0128 -0.0045
N -3.174040 0.245720 0.179008 0.0316 0.9581 0.2844
C -2.500040 -0.868099 -0.076486 -0.7614 -1.2674 -0.1728
N -2.120865 -1.921214 -0.358663 0.2161 0.2804 -0.0132
H -3.053359 0.639985 1.100181 0.0509 0.0007 -0.0751
H -4.127278 0.264096 -0.149659 0.0392 -0.0723 -0.0414
H -0.064734 -2.253491 -0.645928 0.4440 0.1461 -0.0132
H -0.254779 -0.221266 0.258928 1.2955 -0.0952 0.0950
```
Positions in Å, forces in eV/Å.



C2H8O2 | the ωB97M-V functional and the def2-TZVPD basis

Summary:
**Relative energy (zero: lowest compared OMol25 entry of this formula, charge and spin)**: 16.9 kcal per mole
**Orbital gap**: 11.1310 eV
**Strongest force on any atom**: 0.34 eV/A
**Structure (SMILES)**: CO.CO

```
12
Properties=species:S:1:pos:R:3:forces:R:3
C -0.545702 -2.070180 0.828148 -0.1698 0.0320 -0.0383
O 0.530501 -2.016423 -0.093409 0.0135 0.1291 -0.0620
H -0.436718 -1.340007 1.634606 0.0515 -0.0484 0.0246
H -1.511508 -1.899836 0.339671 0.0400 -0.0174 -0.0045
H -0.553450 -3.073052 1.246947 0.0201 -0.0026 0.0677
H 0.550897 -1.131649 -0.471217 0.0508 -0.0666 0.0211
C 0.279576 1.704468 -0.856374 0.0343 -0.2352 -0.2398
O 0.030946 2.269724 0.412917 0.0105 0.0436 0.0763
H -0.490710 0.952831 -1.035386 -0.0554 0.0820 0.0418
H 0.220078 2.438453 -1.665999 0.0132 -0.0041 0.0519
H 1.252065 1.199032 -0.910579 0.0074 0.1132 0.0445
H 0.674030 2.966634 0.570675 -0.0162 -0.0254 0.0166
```
Positions in Å, forces in eV/Å.



C2H4N2S3 | the ωB97M-V functional and the def2-TZVPD basis

Summary:
**Relative energy (zero: lowest compared OMol25 entry of this formula, charge and spin)**: 66.7 kcal per mole
**Orbital gap**: 7.4618 eV
**Strongest force on any atom**: 9.06 eV/A

```
11
Properties=species:S:1:pos:R:3:forces:R:3
C -1.164419 -0.559074 -0.096161 -1.6270 4.6754 2.4416
C 1.131064 -0.911330 0.313941 2.9779 2.2259 -0.3409
H -2.169926 -2.376839 -0.109341 2.2517 2.1724 -0.6673
H -0.453554 -2.437912 -0.673901 -1.9765 1.8862 1.0857
H 1.862612 1.729093 0.715401 -3.3166 -0.1870 -2.1144
H 0.757523 -1.825006 0.781904 0.7654 -0.1431 -0.3575
N -1.254578 -1.804986 -0.277374 0.1498 -8.8879 -1.7598
N 0.115251 -0.037923 0.177009 -0.1370 1.5398 -1.4214
S -2.577127 0.308772 0.124366 0.5687 0.3609 -0.2775
S 0.330549 1.769936 -0.164851 2.8568 -2.1177 2.3249
S 2.757751 -0.414117 -0.041901 -2.5133 -1.5250 1.0866
```
Positions in Å, forces in eV/Å.



C5H14N3 | the ωB97M-V functional and the def2-TZVPD basis

Summary:
**Relative energy (zero: lowest compared OMol25 entry of this formula, charge and spin)**: 73.9 kcal per mole
**Orbital gap**: 7.7689 eV
**Total charge**: +1
**Strongest force on any atom**: 6.55 eV/A
**Structure (SMILES)**: C[C@H]([NH3+])C/C(N)=C/N

```
22
Properties=species:S:1:pos:R:3:forces:R:3
C -2.559151 0.458149 -0.854919 -1.0687 -0.5124 1.4418
C -1.179954 -0.200075 -0.515531 0.6359 1.9288 -1.0970
C -0.435043 0.631315 0.548284 -2.0419 3.5313 0.7926
C 1.016343 0.392891 0.539730 0.1269 -0.3508 -0.1475
C 1.843796 0.824426 -0.457813 0.4327 -1.7408 4.4048
N 3.216306 0.682493 -0.390838 -1.5490 1.0802 -6.2691
N 1.256271 -0.658535 1.486279 3.2144 -0.6765 2.5879
N -1.116219 -1.666696 -0.110950 -3.2129 0.9677 2.6420
H -2.465307 1.092117 -1.727447 0.0877 0.0183 -0.0726
H -3.367062 -0.245812 -1.025975 0.1290 -0.6025 -0.6812
H -3.102334 1.054477 -0.042053 1.6258 -0.5091 -0.6325
H -0.520352 -0.135579 -1.423805 -0.8334 -0.1188 0.7741
H -0.573515 1.760434 0.275659 -0.0914 -2.0295 0.0250
H -0.944768 0.698557 1.658472 1.2114 -0.8466 -2.6550
H 1.470614 1.228653 -1.341446 -0.5985 1.0669 -1.1288
H 3.586864 0.858114 -1.372668 0.2310 -0.4921 2.5051
H 3.815843 0.509077 0.329269 1.3353 -0.4880 2.1778
H 1.065356 -0.500319 2.509830 -0.9621 0.6606 -1.4156
H 2.282666 -0.827545 1.714764 -1.2263 -0.1362 -1.5202
H -0.706666 -2.369538 -0.669400 0.0152 -0.7221 -1.8745
H -0.440488 -1.668312 0.673039 -0.2283 -0.0228 0.6537
H -2.143208 -1.918288 0.197523 2.7672 -0.0057 -0.5108
```
Positions in Å, forces in eV/Å.



C11H17ClFN2O3P | the ωB97M-V functional and the def2-TZVPD basis

Summary:
**Relative energy (zero: lowest compared OMol25 entry of this formula, charge and spin)**: 0.0 kcal per mole
**Orbital gap**: 10.0524 eV
**Strongest force on any atom**: 0.98 eV/A
**Structure (SMILES)**: C[C@H](Cl)COC(=O)N(CN)[PH2]=O.Fc1ccccc1

```
36
Properties=species:S:1:pos:R:3:forces:R:3
C 1.866188 -1.546985 1.307778 0.0226 -0.0167 0.0821
C 1.219065 -0.211559 1.667445 0.0951 0.0064 -0.2388
Cl 1.681900 0.283967 3.332137 -0.0535 0.0913 -0.0047
C -0.303527 -0.202133 1.616323 -0.0581 0.1887 0.5745
O -0.692113 -0.774982 0.351381 0.1902 -0.0012 -0.2394
C -1.995386 -0.790281 0.013558 -0.0630 -0.4424 0.3957
O -2.386491 -0.321470 -1.002396 -0.2269 0.4518 -0.5457
N -2.867132 -1.473942 0.917437 0.5936 0.2916 0.7175
C -3.716340 -0.553009 1.707674 -0.3199 0.1104 -0.1758
N -4.828579 -0.078934 0.914599 -0.0450 0.0184 0.0622
P -2.284152 -2.846100 1.702906 -0.0516 -0.1610 -0.0136
O -1.181565 -2.785130 2.681057 -0.1684 -0.1160 -0.0010
H 2.024503 -2.151073 2.202655 -0.1032 0.0309 -0.0983
H 1.231726 -2.113168 0.623724 0.0688 0.1012 0.0158
H 2.831291 -1.378735 0.825006 -0.0698 -0.0222 0.1029
H 1.598500 0.592789 1.036353 -0.0444 -0.1515 -0.0245
H -0.714848 -0.761743 2.462494 0.1383 0.0161 -0.3059
H -0.664568 0.832014 1.657129 0.0881 -0.0730 -0.0692
H -4.119308 -1.115719 2.554766 0.0964 0.0312 -0.0820
H -3.087560 0.252821 2.116558 -0.0299 -0.1161 -0.0474
H -5.529720 0.347932 1.508285 0.0493 -0.0024 -0.0443
H -4.532726 0.603842 0.225481 -0.0132 -0.0975 0.0129
H -3.502902 -3.283321 2.239073 -0.0376 -0.0842 -0.0846
H -2.024036 -3.670811 0.600695 0.0008 -0.0143 -0.0132
F 2.015008 2.670052 -0.271404 -0.0130 -0.0188 -0.0001
C 2.342483 2.296050 -1.530135 0.0123 -0.0040 -0.0087
C 1.728404 1.185914 -2.072710 -0.0672 -0.0603 0.0282
C 2.067490 0.813084 -3.365905 0.0355 0.0170 -0.0073
C 3.006241 1.540990 -4.084199 -0.0035 -0.0039 0.0055
C 3.609220 2.650863 -3.507878 -0.0035 -0.0076 -0.0019
C 3.278638 3.041063 -2.217663 0.0100 0.0117 -0.0130
H 0.997750 0.630633 -1.497805 -0.0201 0.0277 -0.0008
H 1.591907 -0.050943 -3.811048 0.0013 0.0026 0.0061
H 3.267028 1.244424 -5.091258 -0.0004 0.0028 0.0042
H 4.343024 3.219630 -4.063887 -0.0080 0.0013 0.0015
H 3.730588 3.903970 -1.748226 -0.0022 -0.0079 0.0112
```
Positions in Å, forces in eV/Å.



C4H8FN2 | the ωB97M-V functional and the def2-TZVPD basis

Summary:
**Relative energy (zero: lowest compared OMol25 entry of this formula, charge and spin)**: 26.7 kcal per mole
**Orbital gap**: 11.0367 eV
**Total charge**: +1
**Strongest force on any atom**: 3.65 eV/A
**Structure (SMILES)**: NC(=[NH2+])C1(F)CC1

```
15
Properties=species:S:1:pos:R:3:forces:R:3
C -0.268301 0.312138 -0.831799 -3.4691 -0.2214 -0.4264
C 1.148103 -0.883359 1.026128 2.2263 -0.5167 -2.8508
C 0.662516 0.376240 1.489141 -2.5663 0.9312 -0.1621
C 0.915980 0.316181 -0.030957 -0.1623 -1.7267 1.8638
N -0.289703 1.070987 -1.913311 -1.9822 -1.3152 0.0160
N -1.488784 -0.307704 -0.527849 1.8472 0.7377 -0.0084
F 2.003639 0.879242 -0.631792 -0.6440 -0.0693 0.5019
H 2.258443 -1.145789 0.931812 -1.7077 0.5016 0.8242
H 0.496034 -1.710011 0.829729 -0.2354 -0.3866 0.2708
H -0.434114 0.518933 1.782779 1.6909 -0.3942 -0.4112
H 1.265900 1.038086 2.011775 1.2812 1.0497 0.8736
H 0.590918 1.246097 -2.320472 0.8070 0.7207 -0.9247
H -1.185123 1.002440 -2.446934 1.6702 0.5592 0.0844
H -1.587770 -0.714275 0.418933 -0.3396 0.2934 -1.3039
H -2.299332 -0.255947 -1.213947 1.5838 -0.1633 1.6525
```
Positions in Å, forces in eV/Å.